[1]
Formula: C4H7NO
Source: the OMol25 dataset
Level of theory: wB97M-V/def2-TZVPD

```
13
Properties=species:S:1:pos:R:3
O 3.0408 -1.3336 -0.0567
C 2.1907 -0.5457 -0.4202
N 0.8919 -0.5935 -0.0103
C -0.1404 0.3480 -0.3061
C -1.1822 0.7763 0.7715
C -1.5409 -0.1363 -0.3475
H 2.3984 0.2810 -1.1264
H 0.6510 -1.4034 0.5495
H 0.1332 1.3782 -0.3753
H -0.9944 0.4444 1.7782
H -1.5628 1.8002 0.6770
H -2.2548 0.1568 -1.1061
H -1.6307 -1.1722 -0.0276
```

Values from the calculation:
total charge	0
HOMO-LUMO gap	10.06	eV
energy relative to the best compared isomer or geometry (same formula, charge and spin)	53.7	kcal per mole
E_HOMO	-9.047	eV

[2]
Formula: C4H9ClN2
Source: the OMol25 dataset
Level of theory: wB97M-V/def2-TZVPD

```
16
Properties=species:S:1:pos:R:3
C 0.7880 -1.4635 -0.0277
C -0.6750 -1.0543 -0.4387
C 1.4303 -0.2984 0.6112
C -0.9417 1.8750 0.4761
N -0.6594 0.1442 -1.0825
N -0.1848 1.2007 -0.5961
Cl 2.9496 0.2591 0.0193
H 0.7358 -2.4153 0.5432
H 1.5562 -1.6819 -0.8989
H -1.1012 -1.8642 -1.1005
H -1.3223 -0.9104 0.5771
H 1.1307 -0.0161 1.6508
H -2.0466 1.7498 0.2998
H -0.7678 1.5069 1.6511
H -0.5730 2.9189 0.3559
H -0.3187 0.0496 -2.0400
```

Values from the calculation:
total charge	0
HOMO-LUMO gap (alpha / beta)	8.36 / 8.01	eV
energy relative to the best compared isomer or geometry (same formula, charge and spin)	97.6	kcal per mole
E_HOMO (alpha / beta)	-7.671 / -7.469	eV

[3]
Formula: C5H8NP
Source: the OMol25 dataset
Level of theory: wB97M-V/def2-TZVPD

```
15
Properties=species:S:1:pos:R:3
C -1.4850 1.1978 0.5900
C -0.0974 0.7390 0.5176
P 0.5331 -1.0562 0.9337
C -0.4435 -1.7506 -0.4906
C 2.0083 -0.5747 0.1096
N 2.1317 0.6088 -0.2981
C 0.9858 1.2953 -0.1303
H -1.8669 0.8377 -0.2826
H -1.3970 2.2946 0.6482
H -2.0317 0.7706 1.3519
H -0.4499 -2.8312 -0.5547
H -0.1342 -1.2982 -1.4602
H -1.4882 -1.3908 -0.4590
H 2.8316 -1.2309 -0.1681
H 0.9033 2.3889 -0.3073
```

Values from the calculation:
total charge	0
HOMO-LUMO gap	9.07	eV
energy relative to the best compared isomer or geometry (same formula, charge and spin)	31.2	kcal per mole
E_HOMO	-8.754	eV

[4]
Formula: C6H10O
Source: the OMol25 dataset
Level of theory: wB97M-V/def2-TZVPD

```
17
Properties=species:S:1:pos:R:3
C -2.1451 -0.4511 0.2431
C -0.8273 -0.1014 -0.4662
O -0.5300 1.2015 0.0202
C 0.7903 1.5028 -0.3593
C 1.5471 0.2047 -0.1958
C 1.2045 -0.6683 0.9793
C 0.5277 -0.8988 -0.3275
H -2.8469 0.3970 0.1945
H -1.9620 -0.6256 1.3075
H -2.6580 -1.3149 -0.1853
H -0.8970 -0.1330 -1.5546
H 0.8010 1.8126 -1.4175
H 1.1491 2.3237 0.2653
H 2.5445 0.1443 -0.6262
H 0.5411 -0.2759 1.7426
H 1.9683 -1.3543 1.3300
H 0.7927 -1.7634 -0.9501
```

Values from the calculation:
total charge	0
HOMO-LUMO gap	10.87	eV
energy relative to the best compared isomer or geometry (same formula, charge and spin)	20.1	kcal per mole
E_HOMO	-9.718	eV

[5]
Formula: C33H24N3O8
Source: the OMol25 dataset
Level of theory: wB97M-V/def2-TZVPD

```
68
Properties=species:S:1:pos:R:3
C 5.2670 -0.8112 -0.1502
C 5.0026 0.4972 0.2132
C 3.6706 0.8598 0.3441
C 2.7087 -0.1009 0.1060
C 1.2669 0.2633 0.2723
C 0.5976 0.0659 1.4729
C -0.7177 0.4722 1.5131
C -1.2552 1.0326 0.3465
N -0.6210 1.1660 -0.7821
N 0.6493 0.7730 -0.7747
N 2.9270 -1.3586 -0.2695
C 4.2137 -1.6794 -0.3876
H 6.2791 -1.1653 -0.2488
H 5.8078 1.1877 0.3968
H 3.3904 1.8631 0.6234
H 1.0796 -0.3639 2.3355
H -1.3068 0.3529 2.4060
H -2.2769 1.3788 0.3492
H 1.1669 0.8950 -1.6397
H 4.4289 -2.6925 -0.6916
C 5.5988 0.0072 -4.6477
C 4.4277 0.2437 -4.0635
C 3.9822 1.6262 -3.7720
O 2.9122 1.8422 -3.2315
C 4.8805 2.7387 -4.1544
C 6.0529 2.5063 -4.7386
C 6.5063 1.1212 -5.0326
O 7.5706 0.9066 -5.5619
H 5.9469 -0.9931 -4.8716
H 3.7508 -0.5518 -3.7764
H 4.5293 3.7382 -3.9320
H 6.7272 3.3024 -5.0266
C -0.0910 -2.4176 4.4073
C -1.0326 -2.8446 5.2429
C -0.8586 -2.7462 6.7161
O -1.7157 -3.1347 7.4749
C 0.4084 -2.1514 7.2173
C 1.3494 -1.7238 6.3795
C 1.1688 -1.8219 4.9127
O 2.0263 -1.4243 4.1443
H -0.2029 -2.4885 3.3327
H -1.9597 -3.2819 4.8955
H 0.5152 -2.0890 8.2926
H 2.2790 -1.2876 6.7219
C -3.3647 -1.9666 -0.1322
C -4.5359 -2.1229 -0.7418
C -5.5934 -2.9915 -0.1583
O -6.6580 -3.1380 -0.7094
C -5.2894 -3.6698 1.1299
C -4.1172 -3.5051 1.7369
C -3.0672 -2.6404 1.1528
O -1.9979 -2.4773 1.7168
H -2.5819 -1.3399 -0.5412
H -4.7759 -1.6319 -1.6761
H -6.0725 -4.2957 1.5379
H -3.8771 -3.9879 2.6756
C -3.3887 4.0460 -2.9254
C -3.3931 2.7606 -2.5855
C -4.5930 2.1215 -1.9944
O -4.5762 0.9496 -1.6694
C -5.7974 2.9630 -1.8022
C -5.7998 4.2486 -2.1459
C -4.5961 4.8935 -2.7343
O -4.5944 6.0620 -3.0440
H -2.5228 4.5344 -3.3538
H -2.5306 2.1182 -2.7146
H -6.6612 2.4740 -1.3703
H -6.6664 4.8836 -2.0147
```

Values from the calculation:
total charge	+1
HOMO-LUMO gap	7.98	eV
E_HOMO	-12.352	eV

[6]
Formula: C17H18CrF6N3O9S3
Source: the OMol25 dataset
Level of theory: wB97M-V/def2-TZVPD

```
57
Properties=species:S:1:pos:R:3
Cr -0.7089 0.9087 0.6283
F 1.0518 -0.8365 3.5213
C 0.1040 -0.2059 4.1930
F -1.0734 -0.7583 3.9468
F 0.3580 -0.2705 5.4941
S 0.1042 1.5949 3.7163
O 0.3519 1.6854 2.2597
O 1.0869 2.1777 4.5569
N -1.3731 2.0514 4.0451
S -2.2912 2.3851 2.8158
O -2.0544 3.6739 2.2277
O -2.4380 1.2772 1.8441
C -3.9438 2.4504 3.6144
F -4.1181 1.3871 4.3851
F -4.8467 2.4572 2.6427
F -4.0475 3.5540 4.3281
C -3.2337 -0.6772 -2.3704
C -2.4419 -0.6848 -1.0991
O -1.9051 0.4010 -0.7894
C -2.3019 -1.8793 -0.3169
C -2.9656 -3.0649 -0.6932
C -2.8065 -4.2247 0.0140
C -1.9479 -4.2328 1.1261
C -1.2798 -3.0998 1.5094
C -1.4429 -1.8951 0.8042
O -0.7766 -0.8444 1.2236
H -3.2215 0.3249 -2.7896
H -4.2628 -0.9901 -2.1927
H -2.7782 -1.3654 -3.0844
H -3.6146 -3.0599 -1.5591
H -3.3264 -5.1240 -0.2853
H -1.8077 -5.1490 1.6863
H -0.6082 -3.0981 2.3591
C 6.8140 -0.4443 -3.1690
C 5.3662 -0.3102 -2.7795
C 4.9827 -0.2569 -1.4440
C 3.6484 -0.1246 -1.0883
C 2.6872 -0.0448 -2.0860
C 3.0449 -0.1017 -3.4256
C 4.3785 -0.2359 -3.7619
S 0.9805 0.0965 -1.6786
O 0.4200 -1.2305 -1.6576
O 0.3792 1.0321 -2.6083
O 1.0187 0.7117 -0.2817
H 7.4669 -0.3573 -2.3015
H 7.0945 0.3293 -3.8859
H 7.0020 -1.4114 -3.6402
H 5.7369 -0.3190 -0.6678
H 3.3492 -0.0787 -0.0494
H 2.2806 -0.0320 -4.1911
H 4.6640 -0.2828 -4.8074
N -1.6204 3.2309 -1.2010
N -0.6470 2.8491 -0.1988
H -2.5288 3.0981 -0.7733
H -1.5320 2.5288 -1.9273
H -0.6838 3.5684 0.5177
H 0.2572 2.9171 -0.6556
```

Values from the calculation:
<S²>	0.76
total charge	0
multiplicity	2
HOMO-LUMO gap (alpha / beta)	7.53 / 8.18	eV
energy relative to the best compared isomer or geometry (same formula, charge and spin)	9.1	kcal per mole
E_HOMO (alpha / beta)	-9.004 / -9.016	eV

[7]
Formula: C3H5NO2
Source: the OMol25 dataset
Level of theory: wB97M-V/def2-TZVPD

```
11
Properties=species:S:1:pos:R:3
C -1.7170 0.0450 -0.1210
C -0.3251 0.4404 0.3105
O -0.0751 1.4300 0.9626
N 0.6810 -0.4229 -0.1247
C 2.0292 -0.1017 -0.0676
O 2.8911 -0.8238 -0.5068
H -1.7413 -0.1673 -1.1949
H -2.3945 0.8687 0.1048
H -2.0531 -0.8519 0.4106
H 0.4481 -1.2850 -0.6012
H 2.2049 0.8795 0.3970
```

Values from the calculation:
total charge	0
HOMO-LUMO gap	10.88	eV
energy relative to the best compared isomer or geometry (same formula, charge and spin)	0.5	kcal per mole
E_HOMO	-10.203	eV

[8]
Formula: C2HBrN2O2
Source: the OMol25 dataset
Level of theory: wB97M-V/def2-TZVPD

```
8
Properties=species:S:1:pos:R:3
N -1.3283 2.0331 0.0266
C -0.8232 1.0140 -0.1045
C -0.1505 -0.1635 -0.4671
Br 0.7721 0.0109 -2.1148
N 0.6940 -0.5616 0.7357
O 0.4547 -1.5881 1.2795
O 1.5601 0.1971 1.0118
H -1.1789 -0.9419 -0.3672
```

Values from the calculation:
total charge	0
HOMO-LUMO gap	10.90	eV
energy relative to the best compared isomer or geometry (same formula, charge and spin)	82.9	kcal per mole
E_HOMO	-11.796	eV

Number 1: E -286.54608 a.u.. Number 2: E -727.33146 a.u.. Number 3: E -591.35272 a.u.. Number 4: E -309.81030 a.u.. Number 5: E -2037.72082 a.u.. Number 6: E -4338.30122 a.u.. Number 7: E -322.57361 a.u.. Number 8: E -2910.65748 a.u..